Below is a molecular structure, C22H44O39S9, with properties calculated with ωB97M-V/def2-TZVPD.

As for the spin multiplicity: 2. The value obtained for the LUMO energy (spin up / spin down) is -2.982 / -9.995 eV. Its charge is +1. For the HOMO-LUMO gap (spin up / spin down), the calculation gives 9.415 / 2.402 eV. Its highest occupied orbital energy (spin up / spin down) is -12.40 / -12.40 eV. The calculation puts the total energy at -7381.92943 a.u.

XYZ file:
```
114
Properties=species:S:1:pos:R:3:forces:R:3
C 3.636575 1.204887 3.121385 1.06 0.60 1.38
C 2.164415 1.282187 3.632945 -1.45 -0.76 -1.00
O 1.735865 2.129067 4.710425 2.04 0.57 -1.12
C 2.384745 2.056107 5.906305 -2.97 1.72 1.98
O 2.989785 1.077607 6.242165 1.15 -0.12 0.09
O 1.984275 3.122847 6.663345 -0.13 -1.74 -1.86
C 2.444405 3.317757 8.020335 1.69 -0.56 0.29
H 4.019435 2.224177 3.172115 -0.16 0.27 -0.52
H 3.720905 0.804797 2.110985 -0.45 0.13 0.09
H 4.305205 0.657067 3.785395 -0.39 -0.45 0.18
H 1.765825 0.298217 3.879985 0.50 -0.70 0.52
H 1.654795 1.574917 2.714965 -0.43 0.84 0.47
H 1.808445 3.961317 8.628195 -0.37 0.07 -0.88
H 3.427275 3.764807 7.871305 -0.04 0.16 0.56
H 2.572975 2.382157 8.564595 -0.14 -0.15 -0.29
C -6.516685 0.627767 2.423785 2.98 0.99 -1.04
C -5.508685 1.779017 2.734625 -0.50 0.61 0.93
O -4.570395 1.921777 1.693895 0.71 -2.04 -2.85
S -4.965395 0.956567 0.355545 -1.96 0.78 1.93
O -4.248475 -0.296803 0.285495 -0.22 1.65 0.32
O -5.096095 1.812647 -0.789955 0.39 -1.11 1.10
O -6.470615 0.647217 0.966755 0.13 -0.01 -0.73
H -7.502055 0.784167 2.862745 0.09 -0.20 -0.57
H -5.971745 -0.268623 2.719785 -0.83 -0.42 0.27
H -4.907075 1.579817 3.621465 -0.37 0.04 0.26
H -5.954785 2.772197 2.786455 -0.44 -0.21 0.38
C 1.177405 6.375877 1.701475 -0.65 1.34 0.65
C 2.004925 6.237117 0.421735 -0.05 -0.78 -0.57
O 1.247565 5.358517 -0.379305 -1.95 -3.13 0.59
S 0.469035 4.210697 0.600275 0.30 0.33 -0.76
O 1.429675 3.213787 1.114985 -1.92 2.32 -0.76
O -0.732825 3.751057 -0.100675 2.53 1.18 1.82
O 0.129705 5.353867 1.800015 1.36 -1.45 -2.02
H 0.655445 7.328357 1.609605 -0.29 -0.14 0.18
H 1.728075 6.428247 2.640695 0.18 -0.43 -0.20
H 2.998375 5.795897 0.502245 0.12 0.34 0.48
H 1.998495 7.108537 -0.233015 0.40 0.42 0.72
C -1.062475 -0.691573 -4.630985 -1.16 -0.44 0.49
C -0.953795 0.146057 -5.863635 0.40 1.82 0.16
O 0.417855 0.610287 -5.807865 1.49 -1.47 0.20
S 1.392175 -0.694693 -5.350245 -1.07 2.17 -3.26
O 2.555325 -0.184773 -4.622365 -2.49 -1.51 -1.20
O 1.487545 -1.455163 -6.620175 0.36 0.86 3.75
O 0.228165 -1.248593 -4.378015 1.50 -0.79 0.32
H -1.804615 -1.489203 -4.664245 0.34 -0.22 -0.39
H -1.403325 -0.063653 -3.807795 0.68 0.02 0.31
H -1.439975 1.106817 -5.694355 -0.64 -0.34 -0.26
H -1.303025 -0.288473 -6.800295 0.62 -0.19 -0.05
C -0.856595 0.300417 -0.641525 0.37 -0.07 0.60
C -0.083835 -0.312583 0.557935 -1.83 -1.80 -0.11
O 1.246845 0.192207 0.540635 -0.26 0.21 -1.97
S 1.629125 0.279097 -1.077245 0.80 0.33 -1.00
O 2.465175 -0.834993 -1.495155 -2.07 1.18 0.92
O 2.129545 1.592347 -1.326325 -0.08 -0.37 0.32
O 0.086135 0.240017 -1.712525 2.82 -0.14 0.96
H -1.121665 1.317367 -0.352295 0.05 0.25 -0.52
H -1.691135 -0.215743 -1.116125 -0.31 -0.34 1.10
H -0.030325 -1.396443 0.455555 0.03 -0.19 -0.29
H -0.598325 -0.186893 1.510615 0.37 0.76 0.08
C 0.022985 -4.080853 -2.337035 -0.18 0.00 1.09
C -0.907255 -4.570953 -3.426305 0.48 -1.43 -2.03
O -2.216965 -4.135893 -3.211605 -1.48 1.73 1.24
S -2.452785 -3.793323 -1.664065 0.18 -1.82 0.84
O -2.719415 -5.084933 -0.985415 0.41 3.57 -1.19
O -3.348275 -2.634433 -1.543565 2.30 -2.37 0.00
O -0.830275 -3.395383 -1.381925 -2.25 0.26 -0.13
H 0.789565 -3.361913 -2.626155 -0.23 -0.03 -0.25
H 0.479335 -4.917693 -1.808305 0.08 0.03 -0.12
H -0.989195 -5.654753 -3.508635 0.51 -0.14 0.42
H -0.675025 -4.248283 -4.441225 0.37 0.33 0.18
C 5.383305 2.821017 -1.850305 -0.33 -0.72 -0.35
C 5.021395 1.596687 -2.726115 0.42 -1.19 -0.87
O 5.572325 0.333997 -2.136035 0.64 1.23 2.68
S 6.211405 0.643687 -0.607695 -0.33 -0.02 -0.67
O 7.566425 0.122177 -0.472105 -2.66 1.10 -0.48
O 5.259335 0.302317 0.487555 1.79 1.17 -2.80
O 6.317125 2.277467 -0.938735 0.49 -1.31 2.18
H 4.530885 3.342577 -1.415055 -0.21 -0.66 0.61
H 5.916455 3.630477 -2.348945 0.20 -0.46 -0.50
H 5.558975 1.649397 -3.672865 -0.19 0.08 -0.02
H 3.979795 1.330727 -2.906255 0.04 0.69 0.19
C -4.484655 -0.468533 -3.508005 -1.32 -1.72 1.59
C -5.941475 0.035507 -3.598055 0.71 0.04 1.20
O -6.352455 -0.179253 -4.926745 1.30 -0.50 -2.16
S -5.078525 -0.661363 -5.930435 -1.39 0.26 -0.12
O -5.008985 0.192017 -7.127285 0.28 -1.74 3.30
O -5.167815 -2.107993 -6.096835 0.57 2.57 0.53
O -3.941375 -0.243043 -4.749315 0.28 0.30 -3.49
H -4.478785 -1.539553 -3.305595 -0.34 -0.30 -0.26
H -3.850225 -0.148913 -2.681295 -0.13 1.06 -0.35
H -6.010255 1.089017 -3.326955 -0.10 0.07 -0.26
H -6.586815 -0.552873 -2.945795 0.02 0.05 0.01
C -3.246335 -2.259733 4.494375 -1.38 -0.76 -2.54
C -3.214745 -0.995143 3.653845 -1.92 0.96 -1.18
O -2.172085 -0.188373 4.061505 2.92 1.18 2.70
S -1.693365 -0.616183 5.610115 -0.26 -1.25 0.07
O -2.592855 -0.018633 6.592015 2.03 -0.58 -1.82
O -0.220895 -0.659593 5.781655 -3.79 0.70 -0.76
O -2.191415 -2.152383 5.342515 2.38 0.52 2.37
H -3.102575 -3.085343 3.797375 0.45 -0.32 0.31
H -4.225925 -2.463843 4.926635 0.18 0.46 0.65
H -4.132465 -0.422473 3.787805 -0.18 -0.09 0.05
H -3.052425 -1.059273 2.577915 -0.23 -0.78 0.00
C 4.830355 -4.145753 0.172685 1.36 0.26 0.96
C 3.741025 -3.937153 -0.869145 1.15 -0.47 -0.90
O 3.144935 -5.216493 -1.024975 -1.28 -1.62 1.40
S 3.627365 -6.372193 0.057035 0.91 -3.22 0.35
O 4.447555 -7.382623 -0.638015 -1.95 2.56 0.95
O 2.576355 -6.929573 0.933525 1.96 2.33 -2.14
O 4.645535 -5.432113 0.895575 -1.31 1.30 -1.32
H 4.874025 -3.324793 0.888395 -0.52 -0.32 0.39
H 5.844875 -4.123413 -0.225225 -0.15 -0.55 -0.41
H 4.127365 -3.798803 -1.878945 0.56 0.50 0.20
H 3.119385 -3.060673 -0.686255 -0.73 -0.65 0.46
```
Forces are in eV/Å.


Below is a molecular structure, C11H25AgBr2F2N3O3Pt, with properties calculated with ωB97M-V/def2-TZVPD.

As for the spin multiplicity: 3. The value obtained for the LUMO energy (spin up / spin down) is -2.849 / -4.336 eV. Its charge is +1. For the HOMO-LUMO gap (spin up / spin down), the calculation gives 9.376 / 7.918 eV. Its highest occupied orbital energy (spin up / spin down) is -12.23 / -12.25 eV. The relative energy (zero: lowest compared OMol25 entry of this formula, charge and spin) comes out at 0.0 kcal per mole. The calculation puts the total energy at -6437.87814 a.u.

XYZ file:
```
48
Properties=species:S:1:pos:R:3:forces:R:3
Ag 26.989897 -0.323916 -3.388613 0.14 -0.14 -0.45
Pt 29.325006 0.016788 -5.514273 0.20 -1.01 0.30
F 27.745623 -1.338397 -5.439653 0.23 0.94 0.35
F 29.384791 -0.072098 -3.396516 0.02 0.04 0.09
Br 32.131202 -0.050269 0.919544 -0.32 0.01 -0.33
C 31.005145 0.465700 -0.599334 -0.20 0.14 0.29
C 31.577344 1.657996 -1.329169 0.10 -0.09 0.41
Br 31.670824 3.229596 -0.160430 0.06 -0.15 -0.26
H 30.001832 0.689046 -0.236933 0.15 -0.04 0.26
H 30.919273 -0.413014 -1.229024 0.17 0.04 -0.24
H 30.945733 1.958610 -2.159781 0.03 -0.18 -0.14
H 32.594328 1.441399 -1.642349 0.02 0.20 -0.14
C 31.136711 -2.747958 -6.152019 0.21 -0.90 0.70
O 30.569923 -1.666051 -6.209926 -0.30 0.90 -0.84
N 31.106775 -3.581939 -5.122414 0.22 -0.48 -0.19
C 32.179463 -4.574391 -4.973186 -0.91 -0.01 1.14
C 30.215009 -3.424465 -3.996659 0.06 0.55 0.69
H 31.739134 -3.141994 -6.976784 0.12 0.37 -0.18
H 32.580705 -4.871725 -5.932803 0.40 0.19 0.02
H 31.800621 -5.458255 -4.453323 -0.29 -0.06 -0.41
H 32.860868 -4.155872 -4.224064 0.59 -0.07 -0.64
H 29.511732 -4.252772 -3.940047 -0.02 -0.05 -0.10
H 30.792278 -3.397053 -3.066497 0.04 -0.13 -0.07
H 29.678803 -2.477045 -4.035400 -0.06 -0.13 -0.26
C 27.283128 2.132080 -1.608574 -0.06 0.14 0.07
O 26.474045 1.570663 -2.372547 0.13 0.17 0.33
N 26.921504 2.786545 -0.500301 -0.04 -1.09 -0.37
C 27.865216 3.207528 0.527937 0.42 0.32 -0.39
C 25.530994 2.712829 -0.078458 -0.78 0.38 -0.10
H 28.356609 2.130586 -1.854723 -0.09 0.06 0.28
H 27.709872 4.262512 0.751242 -0.14 -0.07 0.24
H 28.903673 3.122228 0.201633 -0.20 -0.12 -0.23
H 27.747500 2.587719 1.415759 -0.12 0.11 0.08
H 25.020293 3.661379 -0.269614 0.20 0.08 0.34
H 24.934751 1.989845 -0.631749 0.50 -0.22 -0.15
H 25.482383 2.450245 0.976506 0.02 0.18 0.04
C 32.224946 1.665157 -5.574190 0.64 -0.08 0.25
O 31.054335 1.290195 -5.509224 -0.70 0.14 -0.34
N 33.239080 1.093107 -4.941799 -0.01 -0.66 0.13
C 34.585263 1.643883 -4.951227 -0.21 1.24 -0.08
C 33.083404 -0.200879 -4.268973 -0.18 0.18 -0.40
H 32.517937 2.541746 -6.161325 -0.19 0.11 0.01
H 35.333759 0.866850 -4.874116 0.01 -0.13 -0.15
H 34.698071 2.355073 -4.128511 0.12 -0.31 0.24
H 34.742859 2.260001 -5.838174 0.06 -0.35 -0.18
H 32.077216 -0.309203 -3.869861 -0.01 0.07 0.12
H 33.246874 -0.984710 -5.012049 0.04 -0.10 0.12
H 33.839691 -0.281587 -3.494920 -0.10 -0.02 0.16
```
Forces are in eV/Å.